[1]
Entry from OMol25: C22H26BBr42NS as an isolated structure in a non-equilibrium geometry (ωB97M-V/def2-TZVPD).

Charge: 0
HOMO level (hartree): -0.3125
Gap between HOMO and LUMO (eV): 8.13
E_LUMO (eV): -0.4

Geometry (Å):
C: 1.2342 1.1743 -1.4587
C: 1.9494 2.5027 -1.4716
C: 3.0937 2.6320 -2.2661
C: 3.7909 3.8203 -2.3516
C: 3.3458 4.9309 -1.6436
C: 2.2200 4.8210 -0.8452
C: 1.5154 3.6193 -0.7520
C: 0.2593 3.5880 0.0970
B: -1.0030 4.0245 -0.7647
N: -0.9389 4.0707 -2.2102
S: -2.5603 4.5160 0.1129
H: 1.9401 0.3511 -1.5863
H: 0.7367 0.9916 -0.4996
H: 0.4431 1.1224 -2.2148
H: 3.3777 1.7382 -2.8183
H: 4.6600 3.8408 -2.9986
H: 3.8396 5.8965 -1.7021
H: 1.8398 5.6711 -0.2852
H: 0.1110 2.6099 0.5667
H: 0.3874 4.3112 0.9084
H: -1.5172 4.7941 -2.6182
H: -1.0949 3.1906 -2.6842
H: -2.8089 5.6979 -0.4689
C: 0.4350 -2.0540 -4.3816
Br: 0.5683 -2.6419 -2.5545
Br: -1.3936 -1.8494 -4.9385
Br: 1.4610 -0.4504 -4.6414
H: 0.8770 -2.8181 -5.0044
C: -0.1950 -2.8839 1.4636
Br: -1.8786 -2.7113 0.5473
Br: 0.9384 -4.1678 0.5879
Br: 0.6772 -1.1893 1.7016
H: -0.4111 -3.2790 2.4462
C: -5.3278 -4.4495 0.0319
Br: -4.9478 -3.4241 -1.5519
Br: -7.2058 -4.4969 0.4350
Br: -4.5871 -6.2211 -0.0843
H: -4.8341 -3.9543 0.8571
C: 7.9138 5.5655 -1.0621
Br: 7.6691 5.0903 0.7840
Br: 9.5704 4.8754 -1.7622
Br: 6.3973 5.0147 -2.1166
H: 7.9774 6.6430 -1.1086
C: -2.7879 3.6755 4.1692
Br: -4.5177 4.3362 3.6406
Br: -2.2078 2.2105 3.0628
Br: -1.4764 5.0787 4.2303
H: -2.8918 3.2863 5.1713
C: -1.8315 -7.4634 2.7640
Br: -2.2964 -5.6055 2.9360
Br: -0.7477 -7.7821 1.2117
Br: -1.0051 -8.1428 4.3614
H: -2.7551 -8.0074 2.6256
C: -6.2750 5.5174 -1.2286
Br: -5.9728 4.7928 0.5251
Br: -8.1264 5.9353 -1.5398
Br: -5.1408 7.0436 -1.5469
H: -5.9957 4.7538 -1.9403
C: 0.3116 -9.7698 7.6681
Br: -0.2318 -11.2309 6.5396
Br: -0.2939 -10.0063 9.4777
Br: 2.2098 -9.4824 7.5835
H: -0.1637 -8.8758 7.2896
C: 6.6190 1.2554 -5.5247
Br: 6.7783 -0.5347 -6.2107
Br: 6.6600 2.5666 -6.9316
Br: 5.0576 1.4609 -4.4163
H: 7.4790 1.4363 -4.8959
C: -10.8193 -2.6879 -1.0474
Br: -10.5639 -3.1735 0.7960
Br: -12.6177 -3.0401 -1.6279
Br: -10.3096 -0.8653 -1.3715
H: -10.1636 -3.3147 -1.6348
C: -1.4547 9.5894 -1.9839
Br: -0.9575 10.6233 -3.5245
Br: -3.2333 10.0244 -1.3863
Br: -1.2190 7.7064 -2.2951
H: -0.7798 9.8600 -1.1850
C: 0.8507 7.2458 6.5494
Br: 1.3429 5.3989 6.3640
Br: 1.8703 8.1258 7.9206
Br: 0.9669 8.1713 4.8668
H: -0.1860 7.2711 6.8541
C: 8.5886 -4.5244 -6.6525
Br: 8.6525 -4.9600 -4.7818
Br: 6.8242 -3.9765 -7.1891
Br: 9.9067 -3.2069 -7.1215
H: 8.8241 -5.4247 -7.2009
C: -0.9612 -15.1161 5.4798
Br: -0.9172 -13.8116 4.0650
Br: -1.7710 -16.7597 4.8999
Br: 0.7862 -15.4039 6.2244
H: -1.5822 -14.7122 6.2664

Atom charges from the Mulliken analysis, given in e for atoms 1 to 8:
1. C -1.2623
2. C 0.3905
3. C 0.0117
4. C -0.0069
5. C -0.6644
6. C -0.8792
7. C 1.0760
8. C -1.2420


[2]
Entry from OMol25: a 2-piece molecular cluster, CH7N2O overall in a non-equilibrium geometry (ωB97M-V/def2-TZVPD).

Multiplicity: 2
Charge: 0
HOMO level (spin up / spin down) (hartree): -0.1487 / -0.3221
⟨S²⟩: 0.75
Gap between HOMO and LUMO (spin up / spin down) (eV): 4.99 / 9.67
E_LUMO (spin up / spin down) (eV): 0.9 / 0.9
ΔE to the lowest compared entry with this formula, charge and spin (kJ/mol): 37.95

Geometry (Å):
N: -0.7178 -1.1868 -0.7857
C: -0.2603 -0.5849 0.3764
N: 1.0314 -0.8730 0.7890
H: -0.1661 -1.9177 -1.1346
H: -1.5491 -0.8745 -1.2374
H: -0.8256 0.0543 1.0109
H: 1.4508 -0.6580 1.6700
H: 1.6401 -1.4474 0.2443
H: 0.1044 2.4777 -1.0307
H: -0.5629 2.8804 0.2649
O: -0.1449 2.1298 -0.1670

Atom charges from the natural (NBO) analysis, given in e for atoms 1 to 8:
1. N -0.8640
2. C 0.0488
3. N -0.8652
4. H 0.3693
5. H 0.3924
6. H 0.1677
7. H 0.3885
8. H 0.3617


[3]
Entry from OMol25: one molecule with the formula C3H2Cl2O2 in a non-equilibrium geometry (ωB97M-V/def2-TZVPD).

Charge: 0
SMILES string: O=C(O)/C(Cl)=C/Cl
HOMO level (hartree): -0.3755
Gap between HOMO and LUMO (eV): 10.18
E_LUMO (eV): 0.0
ΔE to the lowest compared entry with this formula, charge and spin (kJ/mol): 36.22

Geometry (Å):
O: 1.7923 -0.3811 -0.7333
C: 0.7123 -0.8100 -0.3959
O: 0.3784 -2.0775 -0.5141
C: -0.3402 0.1293 0.1567
Cl: -1.9637 -0.4590 0.4185
C: 0.0015 1.4066 0.3090
Cl: -1.0976 2.6804 0.7086
H: -0.5040 -2.1720 -0.1412
H: 1.0209 1.6833 0.1917

Atom charges from the natural (NBO) analysis, given in e for atoms 1 to 8:
1. O -0.5624
2. C 0.7503
3. O -0.6335
4. C -0.2144
5. Cl 0.0185
6. C -0.1487
7. Cl 0.0415
8. H 0.4917


- Look up the charge of the second one.
  0


- Which value of charge does entry 3 give?
  0